Computed, not measured: a 9-piece molecular cluster, C39H87N6O12 overall at a distorted geometry, with the ωB97M-V functional and the def2-TZVPD basis.

XYZ file:
```
144
C39H87N6O12, DFT the ωB97M-V functional and the def2-TZVPD basis
C -1.174 -3.603 5.390
C -0.047 -4.593 4.916
O -0.058 -5.743 5.275
N 0.840 -4.153 3.749
H 0.212 -3.815 3.033
H 1.436 -3.374 3.993
C 1.808 -5.220 3.169
H -0.834 -2.568 5.415
H -1.374 -3.889 6.422
H -2.169 -3.666 4.949
H 2.379 -5.676 3.979
H 2.483 -4.852 2.397
H 1.110 -5.942 2.747
C -2.913 0.002 3.917
C -3.649 1.071 4.731
O -3.537 2.205 4.412
N -4.529 0.641 5.947
H -5.486 0.587 5.629
H -4.200 -0.256 6.276
C -4.729 1.758 7.006
H -2.555 -0.751 4.619
H -2.042 0.330 3.349
H -3.725 -0.466 3.361
H -5.539 1.323 7.591
H -4.902 2.751 6.592
H -3.886 1.742 7.698
C 2.404 -5.345 -2.994
C 1.529 -4.155 -2.569
O 0.815 -3.522 -3.327
N 1.643 -3.851 -1.068
H 0.698 -3.786 -0.717
H 2.036 -4.634 -0.566
C 2.435 -2.500 -0.859
H 2.040 -6.252 -2.511
H 3.463 -5.319 -2.740
H 2.220 -5.500 -4.058
H 1.771 -1.731 -1.255
H 3.332 -2.566 -1.474
H 2.662 -2.297 0.188
C 6.258 -0.661 -7.718
C 4.749 -0.889 -7.472
C 4.254 0.098 -6.384
C 2.803 -0.103 -5.895
N 2.347 0.738 -4.763
C 0.830 0.574 -4.319
C 0.768 0.935 -2.815
C 2.275 1.018 -2.370
C 3.031 0.266 -3.452
C 2.687 2.215 -5.023
H 6.910 -0.584 -6.849
H 6.399 0.263 -8.279
H 6.595 -1.376 -8.469
H 4.499 -1.930 -7.267
H 4.256 -0.828 -8.443
H 4.272 1.036 -6.939
H 4.891 0.172 -5.503
H 2.606 -1.158 -5.708
H 2.084 0.156 -6.672
H 0.171 1.035 -5.055
H 0.774 -0.514 -4.303
H 0.291 1.906 -2.680
H 0.273 0.141 -2.256
H 2.700 2.003 -2.176
H 2.313 0.591 -1.368
H 4.120 0.309 -3.451
H 2.839 -0.795 -3.295
H 3.772 2.250 -5.115
H 2.278 2.904 -4.283
H 2.332 2.452 -6.026
C -6.041 1.092 1.882
C -6.316 1.072 0.366
C -5.820 -0.107 -0.316
C -4.407 0.042 -0.755
N -3.765 -1.118 -1.655
C -2.400 -0.610 -2.263
C -2.687 0.293 -3.389
C -4.161 0.094 -3.700
C -4.543 -1.203 -2.987
C -3.559 -2.450 -0.831
H -6.488 0.139 2.164
H -6.702 1.822 2.351
H -5.004 1.140 2.213
H -6.042 2.064 0.006
H -7.391 1.147 0.203
H -6.389 -0.164 -1.244
H -6.058 -1.008 0.248
H -3.698 -0.056 0.067
H -4.138 0.993 -1.214
H -1.926 -1.550 -2.546
H -1.884 -0.163 -1.414
H -2.026 -0.062 -4.180
H -2.346 1.321 -3.271
H -4.390 0.254 -4.753
H -4.733 0.899 -3.238
H -4.183 -2.064 -3.550
H -5.568 -1.453 -2.714
H -3.084 -3.245 -1.405
H -4.549 -2.726 -0.467
H -2.952 -2.196 0.038
C 5.321 5.563 2.028
C 4.075 6.044 2.627
C 2.897 4.990 2.885
C 2.214 4.499 1.557
N 0.884 3.716 1.813
C 0.272 3.431 0.385
C -1.189 3.138 0.503
C -1.587 3.946 1.781
C -0.230 4.514 2.437
C 1.155 2.438 2.577
H 5.149 5.077 1.068
H 5.845 4.807 2.612
H 5.941 6.453 1.923
H 3.629 6.775 1.952
H 4.300 6.626 3.521
H 2.198 5.429 3.597
H 3.302 4.096 3.358
H 2.877 3.960 0.880
H 1.997 5.421 1.017
H 0.797 2.542 0.035
H 0.404 4.385 -0.124
H -1.393 2.069 0.566
H -1.717 3.349 -0.427
H -2.119 3.281 2.462
H -2.282 4.767 1.600
H -0.169 4.411 3.520
H -0.114 5.560 2.155
H 1.591 2.602 3.562
H 1.917 1.891 2.021
H 0.321 1.738 2.639
O 0.274 -1.634 2.142
C -0.148 -0.739 1.298
O 0.682 -0.167 0.613
O -1.386 -0.575 1.175
H 1.199 -1.459 1.953
O -1.632 -3.717 2.127
C -1.321 -4.492 1.117
O -1.089 -5.695 1.231
O -0.948 -3.906 0.119
H -1.483 -2.967 1.547
O 4.268 -0.979 4.020
C 3.421 -1.966 3.739
O 3.479 -2.536 2.663
O 2.678 -2.376 4.673
H 4.627 -1.116 3.140
```

The calculation puts the HOMO energy (alpha / beta) at -15.8 / -15.8 eV. As for the expectation value of S²: 0.756. As for the total energy: -2768.1259 a.u. As for the net charge: +4. As for the spin multiplicity: 2. As for the LUMO energy (alpha / beta): -8.7058 / -12.8328 eV. The HOMO-LUMO gap (alpha / beta) is 7.142 / 3.015 eV.